The following is a DFT calculation (ωB97M-V with the def2-TZVPD basis set) of C54H42F3N4OP2S2Ti as an isolated structure at a distorted geometry.

ORCA input file:
```
! wB97M-V def2-TZVPD RIJCOSX def2/J DEFGRID3
* xyz 1 3
Ti -0.5063 0.6171 -0.4293
C 4.2570 1.6155 3.5330
C 3.3878 0.4908 2.9435
C 3.8250 -0.8706 3.5126
C 3.5615 0.4845 1.4416
C 4.8446 0.3695 0.9134
C 5.0842 0.4227 -0.4453
C 4.0219 0.5599 -1.3137
C 2.7175 0.6384 -0.8247
P 1.3248 0.5746 -2.0150
C 1.4886 2.0968 -3.0098
C 0.3801 2.3818 -3.8085
C 0.3545 3.5231 -4.5850
C 1.4457 4.3781 -4.5866
C 2.5541 4.0958 -3.8054
C 2.5725 2.9695 -3.0004
C 2.0684 -0.6870 -3.0953
C 2.5638 -0.3906 -4.3581
C 3.2668 -1.3548 -5.0579
C 3.4826 -2.6045 -4.5034
C 2.9704 -2.9062 -3.2502
C 2.2619 -1.9515 -2.5455
C 2.4843 0.5925 0.5627
O 1.1688 0.6788 0.9854
C 0.9252 0.7704 2.3463
C -0.4077 0.9308 2.7571
C -0.7074 1.1522 4.0991
C 0.2978 1.1652 5.0438
C 1.5991 0.9314 4.6401
C 1.9389 0.7400 3.3042
P -1.7983 0.7605 1.5941
C -2.7906 2.2112 2.0739
C -2.1093 3.4283 2.0547
C -2.7831 4.6136 2.2627
C -4.1470 4.5957 2.5156
C -4.8251 3.3888 2.5573
C -4.1577 2.1972 2.3213
C -2.6579 -0.7263 2.2163
C -3.7767 -1.1547 1.4988
C -4.3945 -2.3525 1.8098
C -3.8948 -3.1428 2.8347
C -2.7919 -2.7190 3.5588
C -2.1660 -1.5249 3.2448
H 5.2939 1.5029 3.2347
H 4.2278 1.5989 4.6167
H 3.9030 2.5862 3.1908
H 4.8740 -1.0541 3.2993
H 3.2380 -1.6783 3.0795
H 3.6939 -0.8939 4.5902
H 5.6773 0.2241 1.5811
H 6.0910 0.3447 -0.8236
H 4.1927 0.5856 -2.3812
H -0.4646 1.6950 -3.8053
H -0.5079 3.7405 -5.1963
H 1.4273 5.2679 -5.1929
H 3.4122 4.7526 -3.8195
H 3.4328 2.7748 -2.3745
H 2.4115 0.5883 -4.7890
H 3.6631 -1.1223 -6.0341
H 4.0501 -3.3415 -5.0503
H 3.1438 -3.8789 -2.8150
H 1.8581 -2.1671 -1.5626
H -1.7410 1.2999 4.3834
H 0.0764 1.3451 6.0844
H 2.3784 0.9091 5.3833
H -1.0385 3.4358 1.8832
H -2.2475 5.5504 2.2244
H -4.6814 5.5190 2.6829
H -5.8840 3.3804 2.7713
H -4.6980 1.2614 2.3319
H -4.1580 -0.5398 0.6917
H -5.2538 -2.6830 1.2439
H -4.3459 -4.0976 3.0564
H -2.4045 -3.3302 4.3618
H -1.2962 -1.2176 3.8066
N -3.1152 -1.4745 -1.7373
C -3.1351 -0.1552 -1.9656
N -2.2131 0.6831 -1.5531
C -2.5629 1.9925 -1.8048
C -3.7489 2.1491 -2.4550
S -4.4970 0.6222 -2.7621
C -1.6533 3.0346 -1.3782
C -1.7989 4.3708 -1.5962
S -0.4263 5.2478 -1.0229
C 0.2646 3.7243 -0.4954
N -0.4897 2.6793 -0.7318
N 1.4814 3.6703 0.1291
H -2.2972 -1.8559 -1.2579
H -3.7914 -2.0757 -2.1712
H -4.2205 3.0479 -2.7886
H -2.6181 4.8799 -2.0577
H 2.0184 4.5243 0.0888
H 2.0378 2.8474 -0.0743
F -3.3178 -8.1305 -1.0407
C -1.9721 -8.0729 -0.9885
F -1.6089 -8.8796 0.0235
F -1.5257 -8.6408 -2.1149
C -1.4897 -6.6659 -0.7981
C -0.5740 -6.0941 -1.6723
C -0.2121 -4.7708 -1.5159
C -0.7554 -4.0178 -0.4743
C -1.6331 -4.6206 0.4306
C -2.0051 -5.9360 0.2681
C -0.5196 -2.6233 -0.3643
C -0.4416 -1.4095 -0.2633
H -0.1634 -6.6777 -2.4810
H 0.4677 -4.2981 -2.2092
H -2.0335 -4.0305 1.2395
H -2.7034 -6.3944 0.9510
*
```

The total energy is -5005.288701 Eh. Its LUMO energy (alpha / beta) is -2.150 / -2.215 eV. The calculation puts the frontier orbital gap (alpha / beta) at 0.235 / 0.302 Eh. The value obtained for the highest occupied orbital energy (alpha / beta) is -0.314 / -0.383 Ha.


The following is a DFT calculation (ωB97M-V with the def2-TZVPD basis set) of C54H42MoN5O3P3S as an isolated structure at a distorted geometry.

ORCA input file:
```
! wB97M-V def2-TZVPD RIJCOSX def2/J DEFGRID3
* xyz 0 3
Mo 0.5682 0.9292 -0.1500
C 2.8149 2.6963 -1.9286
P 3.0425 1.3331 -0.7061
C 3.7400 -0.0586 -1.6437
C 4.5480 0.1546 -2.7587
C 5.0424 -0.9244 -3.4771
C 4.7328 -2.2232 -3.0864
C 3.9367 -2.4412 -1.9715
C 3.4418 -1.3622 -1.2516
C 4.4317 1.9149 0.3281
C 4.2247 2.9458 1.2440
C 5.2791 3.4458 1.9955
C 6.5532 2.9154 1.8434
C 6.7648 1.8821 0.9428
C 5.7108 1.3781 0.1901
C 1.6216 3.5249 -1.5419
C 1.2687 4.8022 -1.8941
C -0.0680 5.0145 -1.4326
C -0.4715 3.8624 -0.8094
C -1.7605 3.4917 -0.1560
P -1.8666 1.6465 -0.0285
C -2.9265 1.3961 1.4223
C -2.6316 0.3962 2.3436
C -3.3878 0.2622 3.5012
C -4.4469 1.1214 3.7392
C -4.7554 2.1205 2.8201
C -3.9963 2.2640 1.6708
C -2.8612 1.2504 -1.5170
C -2.1998 1.1881 -2.7482
C -2.9113 0.9497 -3.9175
C -4.2887 0.7741 -3.8698
C -4.9497 0.8362 -2.6506
C -4.2401 1.0660 -1.4784
N 0.5669 2.9410 -0.8471
H 2.6447 2.2189 -2.8939
H 3.7171 3.2986 -1.9921
H 4.7950 1.1629 -3.0733
H 5.6658 -0.7512 -4.3468
H 5.1114 -3.0642 -3.6554
H 3.6913 -3.4516 -1.6625
H 2.8147 -1.5334 -0.3860
H 3.2418 3.3695 1.3685
H 5.0992 4.2451 2.7059
H 7.3786 3.3050 2.4284
H 7.7537 1.4570 0.8262
H 5.8895 0.5596 -0.4921
H 1.8828 5.5023 -2.4480
H -0.6644 5.9103 -1.5614
H -2.6066 3.8469 -0.7377
H -1.8464 3.9080 0.8471
H -1.7828 -0.2571 2.1754
H -3.1317 -0.5025 4.2244
H -5.0268 1.0271 4.6493
H -5.5757 2.8008 3.0102
H -4.2318 3.0589 0.9734
H -1.1302 1.3268 -2.8093
H -2.3843 0.8974 -4.8631
H -4.8453 0.5824 -4.7810
H -6.0233 0.6889 -2.6069
H -4.7656 1.0707 -0.5335
C -0.4552 -4.9104 -3.8065
C -1.6495 -5.0028 -3.1052
C -1.9617 -4.0712 -2.1198
C -1.0842 -3.0268 -1.8242
C 0.1133 -2.9452 -2.5365
C 0.4266 -3.8788 -3.5159
P -1.3164 -1.8077 -0.4427
C -3.0552 -2.1133 0.0709
C -4.0441 -1.8777 -0.8905
C -5.3893 -2.0144 -0.5816
C -5.7738 -2.3698 0.7065
C -4.8043 -2.5819 1.6766
C -3.4557 -2.4521 1.3623
C -0.3013 -2.6645 0.8300
C -0.6204 -3.9719 1.1084
C 0.1117 -4.7444 2.0226
C 1.1693 -4.1745 2.6597
C 1.5454 -2.8372 2.4051
C 2.6590 -2.3191 3.1095
C 3.0611 -1.0437 2.8913
C 2.3758 -0.2599 1.9454
C 1.2854 -0.6774 1.2023
C 0.8268 -2.0331 1.4576
H -0.2154 -5.6371 -4.5742
H -2.3442 -5.8080 -3.3174
H -2.8945 -4.1767 -1.5817
H 0.8078 -2.1390 -2.3437
H 1.3626 -3.7896 -4.0573
H -3.7518 -1.5882 -1.8972
H -6.1375 -1.8387 -1.3471
H -6.8245 -2.4697 0.9541
H -5.0951 -2.8459 2.6870
H -2.7153 -2.6171 2.1360
H -1.4651 -4.4291 0.6088
H -0.1617 -5.7761 2.2069
H 1.7549 -4.7409 3.3750
H 3.1732 -2.9581 3.8208
H 3.9020 -0.6203 3.4309
H 2.7365 0.7515 1.8442
O 0.3911 3.6215 3.5033
S 0.7143 3.7093 1.8888
N 0.4993 2.0143 1.6796
N -0.6618 3.7381 6.8508
C -0.4910 2.9860 5.9841
N -0.3421 2.0598 5.0379
C 0.0394 2.3407 3.8515
N 0.1413 1.4514 2.8363
O 0.6993 0.2879 -1.7441
O 1.0172 0.0811 -3.0007
*
```

The total energy is -4072.758271 Eh. Its LUMO energy (alpha / beta) is -0.835 / -1.463 eV. The calculation puts the frontier orbital gap (alpha / beta) at 0.232 / 0.236 Eh. The energy above the lowest of the compared OMol25 structures with the same formula, charge and spin comes out at 112.66 kJ/mol. The value obtained for the highest occupied orbital energy (alpha / beta) is -0.263 / -0.290 Ha.


The following is a DFT calculation (ωB97M-V with the def2-TZVPD basis set) of C54H42O4P3PdSSi as an isolated structure at a distorted geometry.

ORCA input file:
```
! wB97M-V def2-TZVPD RIJCOSX def2/J DEFGRID3
* xyz 1 1
Pd -0.2088 -0.5388 0.9513
C -4.9419 -0.9415 4.7803
C -4.8137 -2.2291 4.2805
C -3.9858 -2.4742 3.1943
C -3.2838 -1.4255 2.6043
C -3.4141 -0.1335 3.1097
C -4.2414 0.1045 4.1951
P -2.2735 -1.6527 1.1115
C -1.9032 -3.4210 1.0803
C -2.4008 -4.3110 0.1366
C -2.0656 -5.6565 0.2134
C -1.2289 -6.1105 1.2203
C -0.7127 -5.2190 2.1534
C -1.0456 -3.8774 2.0848
C -3.3717 -1.1697 -0.2509
C -4.6121 -1.7604 -0.4846
C -5.4346 -1.2583 -1.4793
C -5.0297 -0.1593 -2.2282
C -3.8034 0.4374 -1.9848
C -2.9539 -0.0584 -0.9926
Si -1.2529 0.6645 -0.6138
C -1.3531 2.3554 0.2655
C -2.6389 2.8035 0.5545
C -2.8694 3.9442 1.3201
C -1.8080 4.6538 1.8383
C -0.5075 4.2313 1.5862
C -0.2677 3.1036 0.8175
P 1.4617 2.6012 0.5703
C 1.7581 2.9700 -1.1677
C 0.8519 3.7469 -1.8840
C 1.1503 4.1012 -3.1893
C 2.3196 3.6586 -3.7877
C 3.2095 2.8618 -3.0794
C 2.9337 2.5205 -1.7685
C 2.6402 3.6970 1.3669
C 3.4658 3.2618 2.3983
C 4.3825 4.1375 2.9632
C 4.4764 5.4415 2.5094
C 3.6600 5.8799 1.4724
C 2.7548 5.0105 0.8956
C -0.2846 0.5765 -2.2367
C -0.5960 1.3700 -3.3434
C -0.0003 1.1354 -4.5708
C 0.9025 0.0887 -4.7232
C 1.2252 -0.7053 -3.6387
C 0.6516 -0.4430 -2.3938
P 1.0539 -1.3712 -0.8989
C 2.8330 -1.1249 -0.5630
C 3.2833 -1.4315 0.7214
C 4.6163 -1.2565 1.0594
C 5.5119 -0.7598 0.1229
C 5.0701 -0.4417 -1.1527
C 3.7372 -0.6236 -1.4966
C 0.9037 -3.1130 -1.3906
C -0.0870 -3.4780 -2.3017
C -0.1934 -4.7926 -2.7260
C 0.6732 -5.7560 -2.2295
C 1.6402 -5.4031 -1.3001
C 1.7589 -4.0869 -0.8812
H -5.5819 -0.7543 5.6321
H -5.3548 -3.0459 4.7385
H -3.8835 -3.4834 2.8156
H -2.8444 0.6786 2.6760
H -4.3276 1.1067 4.5931
H -3.0433 -3.9617 -0.6606
H -2.4597 -6.3495 -0.5180
H -0.9737 -7.1602 1.2777
H -0.0524 -5.5701 2.9350
H -0.6457 -3.1808 2.8163
H -4.9410 -2.5960 0.1208
H -6.3974 -1.7147 -1.6659
H -5.6776 0.2332 -3.0007
H -3.5106 1.2978 -2.5745
H -3.4924 2.2524 0.1795
H -3.8851 4.2637 1.5125
H -1.9784 5.5291 2.4503
H 0.3203 4.7763 2.0199
H -0.0602 4.0998 -1.4247
H 0.4635 4.7310 -3.7387
H 2.5415 3.9376 -4.8091
H 4.1236 2.5197 -3.5455
H 3.6365 1.9241 -1.2025
H 3.4003 2.2515 2.7670
H 5.0200 3.7923 3.7650
H 5.1896 6.1198 2.9574
H 3.7344 6.8966 1.1115
H 2.1346 5.3556 0.0766
H -1.3090 2.1800 -3.2483
H -0.2467 1.7607 -5.4196
H 1.3515 -0.1041 -5.6884
H 1.9155 -1.5319 -3.7571
H 2.5855 -1.7710 1.4776
H 4.9482 -1.4924 2.0617
H 6.5499 -0.6129 0.3889
H 5.7644 -0.0493 -1.8849
H 3.4077 -0.3548 -2.4908
H -0.7684 -2.7318 -2.6955
H -0.9532 -5.0638 -3.4470
H 0.5948 -6.7809 -2.5670
H 2.3142 -6.1520 -0.9067
H 2.5307 -3.8199 -0.1708
O 1.5587 1.6189 3.9745
S 0.8605 0.8733 2.9873
O 1.0806 -0.5721 2.9702
O -0.5416 1.1651 2.8094
O 1.5610 1.3163 1.4819
*
```

The total energy is -4223.478978 Eh. Its LUMO energy is -3.038 eV. The calculation puts the frontier orbital gap at 0.233 Eh. The value obtained for the highest occupied orbital energy is -0.345 Ha.


What is the total energy in the third record?
-4223.478978 Eh


Which value of total energy does entry 1 give?
-5005.288701 Eh